(1)
C17H21ClN4O2S in the gas phase at a distorted geometry. Source: the Open Molecules 2025 dataset; level of theory: the ωB97M-V functional and the def2-TZVPD basis.

Properties
**Energy above the lowest of the compared OMol25 structures with the same formula, charge and spin**: 0.0 kJ/mol
**Maximum force**: 0.0375 Eh/bohr
**Net charge**: 0
**Kohn-Sham gap**: 8.6 eV
**SMILES**: C/C(=N\N=C1\NC(=O)[C@@H](CC(=O)Nc2ccc(C)c(Cl)c2)S1)C(C)C

Element x y z (Å)
C (-0.11932, 2.90629, -4.40060)
H (-1.17981, 1.67249, -1.77190)
N (1.14631, 3.18542, -0.10540)
H (-5.06633, -4.80014, 1.44767)
C (2.79877, 0.80721, 2.41219)
C (-1.83670, -1.78368, 1.17816)
H (-0.40043, 3.88630, -4.02220)
C (-1.07925, -3.90006, 2.02036)
N (1.38938, 3.09195, -1.40177)
C (2.31400, 3.31034, -3.92038)
H (0.09240, 2.99402, -5.46368)
H (2.53372, 3.34759, -4.98480)
H (2.09765, 4.31434, -3.56781)
H (-4.37031, -5.17405, -0.12197)
H (-0.32809, -4.50976, 2.50047)
C (-0.85153, -2.54395, 1.79814)
C (0.82885, -0.73980, 2.12850)
S (2.87395, 1.17847, 0.63379)
C (1.12160, 2.39606, -3.65956)
H (0.99515, -2.69567, 2.64240)
C (-3.27467, -3.73033, 1.00399)
H (-5.21808, -3.63859, 0.12032)
C (2.23658, -0.58489, 2.69738)
N (0.37844, -2.01964, 2.21249)
N (1.46691, 2.76015, 2.13981)
O (0.20202, 0.18498, 1.66276)
C (-3.02250, -2.38115, 0.79378)
H (1.35553, 1.39036, -4.02950)
H (-3.77920, -1.77848, 0.31434)
H (0.79725, 3.47229, 2.39510)
H (-0.95931, 2.22834, -4.27251)
C (1.91514, 1.87302, 3.05679)
C (-4.56053, -4.36755, 0.58528)
C (-2.27346, -4.47222, 1.62636)
H (2.18693, -0.71525, 3.78255)
C (0.81874, 2.28055, -2.18917)
H (2.89471, -1.34724, 2.27543)
O (1.67683, 1.90701, 4.23938)
H (0.02407, 0.91727, -0.73728)
H (-1.67454, -0.73417, 1.00354)
Cl (-2.51433, -6.16084, 1.92254)
C (1.69881, 2.51873, 0.80207)
H (-0.15772, 0.38318, -2.42116)
H (3.19036, 2.94669, -3.39144)
H (3.80987, 0.88162, 2.82182)
C (-0.17786, 1.24277, -1.75628)

Forces on atoms 1 to 3 (eV/Å):
C 0.14 -0.22 0.07
H -0.13 -0.03 -0.03
N -1.14 0.20 1.54

=====

(2)
A molecular structure, C17H21F2LaN4OP at a distorted geometry. Source: the Open Molecules 2025 dataset; level of theory: the ωB97M-V functional and the def2-TZVPD basis.

Properties
**Maximum force**: 0.0374 Eh/bohr
**Net charge**: +3
**Kohn-Sham gap**: 1.4 eV

Element x y z (Å)
C (2.36262, -4.76175, 0.42956)
C (-3.05662, 2.60439, -1.49798)
C (1.65833, -3.56192, 2.45713)
N (2.22500, 3.21068, -0.41068)
C (0.10004, -4.95098, 1.21131)
C (0.54158, 1.41103, -1.67309)
C (0.21885, -1.14519, -0.55202)
P (-1.58400, 2.45835, -0.41041)
C (-1.76341, -1.54809, 1.14031)
H (2.51041, -3.79350, 3.09039)
La (-2.27528, 5.21836, 0.79995)
H (2.59628, 3.90052, 0.24435)
H (1.95144, -1.66947, -1.69861)
H (-3.98839, 2.53505, -0.93747)
H (0.44025, 5.51012, -2.01525)
H (2.91302, -3.82667, 0.35192)
N (0.11185, -2.40319, -0.00979)
N (1.43248, -4.69009, 1.56519)
H (1.80983, 5.79832, -0.91849)
F (-2.72613, -1.82906, 1.98249)
C (-2.08249, 2.39103, 1.35916)
H (-1.91015, 3.43241, 1.79428)
C (0.76179, 2.80343, -2.24979)
H (-1.24457, -3.85945, 2.51975)
H (-1.45434, 1.71986, 1.93088)
C (-0.68408, -0.14274, -0.19502)
C (0.94538, 5.17440, -1.11289)
C (-0.84717, -2.61183, 0.83272)
C (1.41723, 0.37534, -1.99702)
C (1.37908, 3.71454, -1.19421)
H (0.82372, -3.38689, 3.12443)
H (-0.18031, 3.21321, -2.61115)
H (1.45102, 2.69770, -3.08085)
C (-0.50678, 1.12874, -0.78380)
N (-1.72113, -0.35169, 0.67297)
C (-1.03155, -3.95143, 1.45802)
O (-0.20121, -5.99885, 0.73883)
H (-1.91041, -4.39557, 0.99708)
C (1.25864, -0.88131, -1.45428)
H (1.81033, -4.88182, -0.49223)
H (-3.04535, 1.87552, -2.30248)
H (3.08260, -5.56392, 0.53870)
H (-3.04619, 3.58457, -1.98301)
H (1.91955, -2.64313, 1.92914)
H (-3.14592, 2.17463, 1.46659)
H (0.25939, 5.30512, -0.23562)
F (2.42476, 0.61120, -2.81902)

Forces on atoms 1 to 3 (eV/Å):
C 0.18 -0.22 0.22
C -0.03 0.47 0.49
C 0.65 -0.32 0.17

=====

(3)
C17H21F3N2O5 in the gas phase. Source: the Open Molecules 2025 dataset; level of theory: the ωB97M-V functional and the def2-TZVPD basis.

Properties
**Energy above the lowest of the compared OMol25 structures with the same formula, charge and spin**: 4.9 kJ/mol
**Maximum force**: 0.0127 Eh/bohr
**Net charge**: 0
**Kohn-Sham gap**: 9.3 eV
**SMILES**: CCOC(=O)[C@](NC(=O)c1ccc(OC)cc1)(N1CCOCC1)C(F)(F)F

Element x y z (Å)
H (-7.08924, 0.58683, 0.00719)
C (2.45102, -2.06047, 2.93710)
F (3.34123, 0.73155, -1.05231)
H (0.58797, -2.06489, 1.84321)
F (1.74518, -0.25771, -2.10097)
C (-4.90426, -0.33694, -1.31673)
O (3.02746, -3.13591, 2.23998)
O (2.62560, 1.61237, 1.76079)
C (1.39324, -1.35679, 2.08636)
N (2.04342, -0.87584, 0.87635)
H (2.62264, 4.15993, 0.81337)
C (-2.84278, -1.52765, -1.66407)
O (0.61012, 2.32252, 1.08174)
F (1.53077, 1.78405, -1.51500)
C (-0.76781, -1.00802, -0.44374)
C (0.78757, 3.57340, 1.76902)
C (-2.20228, -0.72879, -0.71524)
H (-2.27140, -2.29985, -2.15551)
H (-0.55096, 0.97188, -0.00921)
H (4.42678, -1.98430, 1.26374)
H (-7.98689, 0.66405, -1.52811)
C (1.61184, 4.54041, 0.93554)
C (-4.16853, -1.33140, -1.96888)
C (2.59607, -1.99817, 0.12748)
O (-0.27883, -2.10463, -0.59615)
H (-4.66953, -1.93668, -2.70716)
H (1.80940, -2.70319, -0.16801)
O (-6.20237, -0.22178, -1.68742)
H (4.01774, -3.57585, 0.54901)
N (-0.07175, 0.08317, 0.00525)
H (1.16331, 4.66719, -0.04657)
H (-4.82236, 1.20584, 0.18653)
H (1.27402, 3.37869, 2.72933)
C (-2.93909, 0.24927, -0.05784)
C (1.36861, 0.20246, 0.24146)
H (2.00279, -2.48081, 3.83905)
C (3.61261, -2.68975, 1.03953)
H (-0.22592, 3.94583, 1.92816)
C (-7.00359, 0.75807, -1.07046)
C (1.61800, 1.46320, 1.13551)
H (0.97828, -0.51077, 2.63742)
H (1.65569, 5.50301, 1.43631)
H (3.11843, -1.64633, -0.75941)
C (-4.27730, 0.44485, -0.34950)
H (-2.48874, 0.85265, 0.71785)
H (-6.61608, 1.76574, -1.25084)
H (3.22577, -1.32893, 3.21141)
C (2.01667, 0.59222, -1.11005)

Forces on atoms 1 to 3 (eV/Å):
H 0.02 0.01 -0.04
C -0.31 0.28 0.13
F 0.15 -0.10 0.28

=====

Number 1: lowest unoccupied orbital energy 0.3 eV. Number 2: lowest unoccupied orbital energy -13.5 eV. Number 3: lowest unoccupied orbital energy 0.5 eV.